1.
Formula: C50H50N3O2ReS2Sb2
Source: the Open Molecules 2025 dataset
Level of theory: ωB97M-V/def2-TZVPD

Values from the calculation:
HOMO level (spin up / spin down), eV: -15.38 / -15.38
DFT total energy, eV: -98076.3144
Expectation value of S²: 3.818

Geometry as ORCA input:
```
! wB97M-V def2-TZVPD RIJCOSX def2/J DEFGRID3
* xyz 3 4
Re -0.25 -0.04 0.31
Sb -1.08 -0.37 2.86
Sb 2.26 0.22 1.25
S -1.90 3.01 0.13
S -0.49 -4.61 -0.54
O -0.96 1.87 0.58
O 3.29 -0.77 -5.21
N 0.69 0.47 -1.63
N -0.13 -1.91 -0.04
N 1.38 -1.98 -5.36
C 1.60 -0.05 -3.79
C -1.02 -3.35 3.02
C -2.06 3.50 4.55
C 5.72 -2.29 1.92
C 4.88 -1.22 1.64
C 0.94 1.77 -1.86
C -3.57 2.60 0.64
C 2.15 -1.00 -4.84
C -4.35 3.68 1.04
C 1.52 2.23 -3.02
C -1.45 -4.66 3.12
C 3.89 -3.82 1.59
C 3.12 3.12 1.00
C -0.06 -3.57 -4.13
C -2.21 1.43 -2.16
C -2.52 1.26 -3.50
C -3.94 2.10 5.12
C 3.80 4.21 0.48
C -2.16 1.22 3.78
C 3.55 -1.47 1.35
C 3.25 1.88 0.38
C -5.69 3.47 1.33
C 3.09 -3.70 -6.03
C -3.31 -2.57 3.07
C -3.37 1.04 4.43
C -2.22 2.70 -1.61
C -2.85 2.37 -4.27
C 1.03 -0.42 -2.59
C -1.51 2.45 3.83
C -6.23 2.20 1.21
C 3.04 -2.76 1.31
C 5.22 -3.59 1.90
C -2.86 3.64 -3.71
C 4.58 4.07 -0.66
C 0.02 -2.29 -4.96
C 2.25 0.69 3.35
C 1.87 1.31 -3.99
C -3.73 -3.89 3.19
C 0.34 -0.52 4.50
C -4.10 1.32 0.53
C -2.54 3.81 -2.37
C 1.96 -2.76 -6.46
C -1.95 -2.31 3.00
C 1.82 -0.51 4.20
C -0.31 -3.08 -0.26
C -5.44 1.13 0.81
C -2.81 -4.93 3.20
C -3.29 3.32 5.18
C 4.03 1.73 -0.76
C 4.70 2.83 -1.27
H 3.40 -4.28 -6.89
H 2.00 -2.93 1.06
H 5.88 -4.42 2.12
H 5.11 4.92 -1.06
H 1.72 3.28 -3.15
H -4.79 -4.11 3.28
H 2.14 -1.45 3.74
H -0.59 -2.41 -5.86
H -1.53 4.44 4.63
H 4.14 0.75 -1.22
H 5.27 -0.21 1.66
H 3.94 -3.15 -5.66
H -3.12 2.24 -5.31
H 2.38 -2.07 -7.19
H 2.75 -4.40 -5.25
H -1.10 -3.75 -3.86
H 0.68 2.47 -1.07
H 0.08 0.34 5.13
H -2.55 4.80 -1.92
H 3.51 -4.83 1.57
H 1.62 1.55 3.55
H 0.86 -1.46 -2.34
H -4.04 -1.77 3.04
H -3.87 0.08 4.43
H -3.91 4.67 1.11
H 0.05 -3.13 2.97
H 2.34 -0.45 5.16
H 0.54 -3.50 -3.23
H 2.37 1.62 -4.90
H -3.11 4.50 -4.32
H -1.97 0.55 -1.55
H 6.75 -2.11 2.17
H -6.31 4.30 1.64
H -5.87 0.14 0.71
H -3.72 4.14 5.73
H 2.52 3.24 1.89
H -4.88 1.96 5.63
H 5.32 2.71 -2.15
H -7.28 2.04 1.41
H -3.48 0.49 0.21
H -2.54 0.28 -3.93
H -0.74 -5.47 3.13
H 3.72 5.18 0.96
H -3.16 -5.95 3.26
H 0.05 -1.43 5.03
H 1.16 -3.33 -6.92
H -0.39 -1.45 -4.39
H 3.29 0.96 3.55
H -0.56 2.59 3.33
H 0.29 -4.42 -4.71
*
```

Results of the Mulliken charge analysis, in e, for atoms 1 through 99: number 1, Re, carries -0.138; number 2, Sb, carries 0.782; number 3, Sb, carries 1.145; number 4, S, carries -0.389; number 5, S, carries -0.125; number 6, O, carries -0.015; number 7, O, carries -0.637; number 8, N, carries 1.233; number 9, N, carries -0.011; number 10, N, carries 0.185; number 11, C, carries 0.667; number 12, C, carries -0.644; number 13, C, carries -0.809; number 14, C, carries -0.749; number 15, C, carries -0.834; number 16, C, carries 0.049; number 17, C, carries 1.224; number 18, C, carries -0.046; number 19, C, carries -0.523; number 20, C, carries -1.769; number 21, C, carries -0.681; number 22, C, carries -0.719; number 23, C, carries -0.648; number 24, C, carries -0.897; number 25, C, carries 0.086; number 26, C, carries -1.013; number 27, C, carries -0.654; number 28, C, carries -0.745; number 29, C, carries 0.915; number 30, C, carries 0.727; number 31, C, carries 0.914; number 32, C, carries -0.786; number 33, C, carries -1.077; number 34, C, carries -0.616; number 35, C, carries -0.632; number 36, C, carries 1.408; number 37, C, carries -0.828; number 38, C, carries -0.795; number 39, C, carries -0.335; number 40, C, carries -0.661; number 41, C, carries 0.050; number 42, C, carries -0.629; number 43, C, carries -0.821; number 44, C, carries -0.661; number 45, C, carries -0.289; number 46, C, carries -1.238; number 47, C, carries -0.610; number 48, C, carries -0.685; number 49, C, carries -1.219; number 50, C, carries -0.003; number 51, C, carries -0.786; number 52, C, carries -0.755; number 53, C, carries 1.147; number 54, C, carries -0.543; number 55, C, carries 0.810; number 56, C, carries -0.980; number 57, C, carries -0.677; number 58, C, carries -0.753; number 59, C, carries -0.507; number 60, C, carries -0.733; number 61, H, carries 0.406; number 62, H, carries 0.036; number 63, H, carries 0.432; number 64, H, carries 0.459; number 65, H, carries 0.669; number 66, H, carries 0.444; number 67, H, carries 0.221; number 68, H, carries 0.422; number 69, H, carries 0.479; number 70, H, carries 0.572; number 71, H, carries 0.440; number 72, H, carries 0.310; number 73, H, carries 0.479; number 74, H, carries 0.405; number 75, H, carries 0.270; number 76, H, carries 0.442; number 77, H, carries 0.318; number 78, H, carries 0.652; number 79, H, carries 0.505; number 80, H, carries 0.472; number 81, H, carries 0.629; number 82, H, carries 0.311; number 83, H, carries 0.291; number 84, H, carries 0.351; number 85, H, carries 0.498; number 86, H, carries 0.380; number 87, H, carries 0.517; number 88, H, carries 0.105; number 89, H, carries 0.642; number 90, H, carries 0.489; number 91, H, carries 0.305; number 92, H, carries 0.444; number 93, H, carries 0.494; number 94, H, carries 0.517; number 95, H, carries 0.453; number 96, H, carries 0.356; number 97, H, carries 0.493; number 98, H, carries 0.505; number 99, H, carries 0.471

2.
Formula: C6H10O
Source: the Open Molecules 2025 dataset
Level of theory: ωB97M-V/def2-TZVPD

Values from the calculation:
HOMO level (spin up / spin down), eV: -6.97 / -8.11
DFT total energy, eV: -8426.8356

Geometry as ORCA input:
```
! wB97M-V def2-TZVPD RIJCOSX def2/J DEFGRID3
* xyz 0 1
O 0.50 0.57 -2.45
C 0.11 -0.04 1.09
C 0.10 -0.48 -0.26
C 0.40 1.35 1.52
C -1.50 -0.06 -0.37
C 0.45 -1.79 -0.71
C 0.95 0.24 -1.38
H 0.02 -0.81 1.85
H 1.44 1.45 1.83
H 0.26 2.06 0.69
H -1.76 0.94 -0.04
H 0.93 -2.49 -0.04
H -1.60 -0.09 -1.46
H -0.22 1.65 2.36
H 0.05 -2.15 -1.66
H -2.12 -0.83 0.09
H 1.98 0.48 -1.07
*
```

In the Mulliken picture, each atom carries the following charge in e: number 1, O, carries -0.512; number 2, C, carries -0.660; number 3, C, carries 1.426; number 4, C, carries -1.332; number 5, C, carries -1.234; number 6, C, carries -1.288; number 7, C, carries -0.105; number 8, H, carries 0.435; number 9, H, carries 0.347; number 10, H, carries 0.382; number 11, H, carries 0.383; number 12, H, carries 0.319; number 13, H, carries 0.396; number 14, H, carries 0.356; number 15, H, carries 0.367; number 16, H, carries 0.331; number 17, H, carries 0.390

3.
Formula: C24H32BrN3O5
Source: the Open Molecules 2025 dataset
Level of theory: ωB97M-V/def2-TZVPD

Values from the calculation:
HOMO level, eV: -8.06
DFT total energy, eV: -110156.9349

Geometry as ORCA input:
```
! wB97M-V def2-TZVPD RIJCOSX def2/J DEFGRID3
* xyz 0 1
Br 3.61 2.03 1.56
O -2.79 -1.28 1.32
O -4.62 3.08 0.16
O 1.03 -2.32 1.57
O -1.49 2.54 1.83
O -1.86 2.39 -0.97
N -3.64 1.18 0.96
N 3.44 -1.64 0.22
N 3.31 0.50 -1.67
C 0.81 2.32 1.50
C 1.10 -2.26 0.16
C 4.70 0.19 -1.90
C -4.45 0.15 0.48
C -5.99 -1.99 -0.37
C -0.46 2.42 0.94
C 4.79 -1.79 -0.30
C -4.79 -2.23 0.27
C -5.66 0.37 -0.17
C -6.43 -0.70 -0.59
C -4.01 -1.17 0.70
C -0.59 2.35 -0.46
C -2.63 3.30 1.47
C 0.55 2.21 -1.24
C -2.06 2.35 -2.36
C 1.96 -1.43 2.14
C 3.39 -1.73 1.67
C 2.50 -2.59 -0.35
C -3.75 2.51 0.76
C 1.82 2.13 -0.69
C 3.02 1.92 -1.56
C -2.29 -2.57 1.58
C 1.92 2.17 0.69
C 4.95 -1.31 -1.74
H -2.82 0.85 1.46
H -2.92 -3.11 2.29
H 3.68 -2.74 2.02
H 4.96 0.50 -2.92
H 0.47 2.16 -2.31
H 4.07 -0.99 2.10
H 0.38 -2.99 -0.21
H -5.99 1.38 -0.33
H -3.13 2.43 -2.49
H 3.04 0.02 -0.80
H -1.29 -2.43 1.99
H 1.88 -1.55 3.22
H -4.47 -3.25 0.44
H 5.45 -1.19 0.34
H 4.27 -1.85 -2.40
H -3.04 3.66 2.42
H 1.70 -0.40 1.86
H 5.37 0.74 -1.21
H -2.21 -3.16 0.65
H -2.37 4.16 0.85
H 0.89 2.37 2.57
H 3.88 2.48 -1.15
H 5.97 -1.53 -2.06
H 2.84 2.31 -2.57
H 2.51 -2.50 -1.44
H -7.36 -0.52 -1.10
H -1.56 3.18 -2.86
H -1.71 1.40 -2.78
H 0.81 -1.26 -0.18
H 2.76 -3.63 -0.07
H -6.59 -2.83 -0.69
H 5.13 -2.84 -0.23
*
```

In the Mulliken picture, each atom carries the following charge in e: number 1, Br, carries -0.101; number 2, O, carries -0.359; number 3, O, carries -0.699; number 4, O, carries -0.487; number 5, O, carries -0.563; number 6, O, carries -0.201; number 7, N, carries 0.045; number 8, N, carries 0.647; number 9, N, carries -0.090; number 10, C, carries -0.529; number 11, C, carries -0.507; number 12, C, carries -0.479; number 13, C, carries 0.221; number 14, C, carries -0.677; number 15, C, carries 0.511; number 16, C, carries -0.972; number 17, C, carries -0.602; number 18, C, carries -0.545; number 19, C, carries -0.744; number 20, C, carries 0.913; number 21, C, carries 1.006; number 22, C, carries -0.830; number 23, C, carries -0.890; number 24, C, carries -1.068; number 25, C, carries 0.055; number 26, C, carries -1.019; number 27, C, carries -0.846; number 28, C, carries 0.747; number 29, C, carries -0.262; number 30, C, carries -1.655; number 31, C, carries -0.843; number 32, C, carries 0.488; number 33, C, carries -0.826; number 34, H, carries 0.247; number 35, H, carries 0.441; number 36, H, carries 0.301; number 37, H, carries 0.385; number 38, H, carries 0.492; number 39, H, carries 0.461; number 40, H, carries 0.465; number 41, H, carries 0.534; number 42, H, carries 0.278; number 43, H, carries 0.124; number 44, H, carries 0.066; number 45, H, carries 0.458; number 46, H, carries 0.415; number 47, H, carries 0.422; number 48, H, carries 0.319; number 49, H, carries 0.404; number 50, H, carries -0.228; number 51, H, carries 0.296; number 52, H, carries 0.389; number 53, H, carries 0.334; number 54, H, carries 0.515; number 55, H, carries 0.406; number 56, H, carries 0.418; number 57, H, carries 0.435; number 58, H, carries 0.339; number 59, H, carries 0.387; number 60, H, carries 0.376; number 61, H, carries 0.375; number 62, H, carries 0.148; number 63, H, carries 0.433; number 64, H, carries 0.379; number 65, H, carries 0.351